ORCA calculation (ωB97M-V with the def2-TZVPD basis set) on 3 unconnected molecules or ions with the total composition C4H14NO2S in a non-equilibrium geometry.

Each line ends with the Mulliken charge.
Geometry (Å):
C: 2.86522 -0.39380 -1.72047  -0.2828
N: 1.96613 0.70939 -2.13390  -0.5617
C: 0.70729 0.13522 -2.71050  -0.6437
C: -0.34336 -0.26351 -1.66866  -0.4336
S: -0.75419 -2.04977 -1.70428  -0.7328
C: 3.21327 -0.44021 -0.22987  -1.0288
H: 3.78701 -0.26606 -2.32465  0.3515
H: 2.49750 -1.39289 -1.94992  0.2168
H: 1.77953 1.26475 -1.30802  0.2355
H: 0.31100 0.91595 -3.38066  0.2853
H: 1.04816 -0.69186 -3.31198  0.3983
H: 0.15473 -0.05587 -0.72078  0.1004
H: -1.32536 0.17165 -1.89280  0.2113
H: 2.45178 0.11923 0.30676  0.3080
H: 4.18947 -0.00266 -0.03408  0.2863
H: 3.11552 -1.44602 0.21943  0.2899
H: -0.63073 3.58518 4.74402  0.3203
H: -0.85166 2.00018 4.62531  0.3346
O: -0.86543 2.76175 5.18772  -0.6535
H: -4.32601 1.04060 4.82808  0.3190
H: -5.75515 0.30750 4.75912  0.3159
O: -5.02202 0.68166 4.26431  -0.6363

Forces on atoms 1 to 6 (eV/Å):
0.968 0.052 -0.267
-0.084 -1.188 -0.093
0.369 1.688 0.092
0.132 -1.289 -0.757
0.172 -0.413 0.082
-0.418 -0.052 0.244

Values from the calculation:
Charge: -1
Relative energy (zero: lowest compared OMol25 entry of this formula, charge and spin) in kJ/mol: 180.62
Orbital gap in eV: 4.74
Maximum force in hartree/bohr: 0.03365
HOMO energy in eV: -2.26